ORCA calculation (wB97M-V/def2-TZVPD) on 4 unconnected molecules or ions with the total composition C3H14O4.

Geometry as XYZ:
```
21
Properties=species:S:1:pos:R:3:forces:R:3:mulliken_charge:R:1
C -0.5763 1.0251 -0.2151 -0.4 -1.3 2.5 -0.567
O 0.8255 0.4991 0.0460 -1.9 1.3 -0.9 -0.486
C -1.3129 1.1728 1.2963 4.2 1.7 -2.3 -0.172
C -2.7684 1.0545 1.1582 -1.6 0.0 2.6 -1.203
H -1.1824 0.3054 -0.8847 1.1 1.2 1.0 0.271
H -0.5686 2.0709 -0.5751 0.7 -0.9 -0.4 0.387
H 0.8009 -0.4626 0.1677 -1.2 0.5 -0.3 0.187
H -0.9354 2.2495 1.6615 -1.0 -2.4 -0.6 0.215
H -0.7016 0.4311 1.8557 -1.2 0.4 0.2 0.270
H -3.2178 1.5967 0.3625 -0.1 0.6 -0.9 0.350
H -3.2738 1.4110 2.0901 0.3 0.0 -0.6 0.334
H -3.1320 0.0488 1.1131 0.1 -0.9 -0.4 0.345
H 0.3890 -2.9257 -1.2499 0.6 -0.7 -0.6 0.307
H 0.1005 -2.6465 0.2076 0.1 -0.4 0.5 0.326
O 0.0030 -2.2914 -0.6704 -0.6 1.1 0.3 -0.606
H 2.6540 0.1780 -3.0081 0.7 -0.1 2.0 0.308
H 1.6854 0.1051 -1.8837 0.8 0.2 0.8 0.310
O 2.6620 0.1242 -1.9952 -1.2 -0.1 -2.9 -0.607
H 3.4047 -1.3701 -0.3363 0.4 0.0 -0.1 0.300
H 2.1431 -1.0769 0.3304 1.1 -0.4 0.5 0.377
O 3.0013 -1.4990 0.5296 -0.8 0.1 -0.4 -0.646
```
Positions in Å, forces in eV/Å.

## Properties
SMILES: CCCO.O.O.O
ΔE to the lowest compared entry with this formula, charge and spin, eV: 2.087
Charge: 0
E_HOMO, eV: -10.01
DFT total energy, Eh: -423.59186
Kohn-Sham gap, eV: 10.43
M, g mol⁻¹: 114.141


ORCA calculation (wB97M-V/def2-TZVPD) on a single C3H2N2O molecule.

Geometry as XYZ:
```
8
Properties=species:S:1:pos:R:3:forces:R:3:mulliken_charge:R:1
C -0.6194 0.4860 1.3826 0.2 0.2 -1.5 -0.181
C -0.4730 0.4925 -0.0654 -0.9 0.0 0.5 0.156
C 1.1185 -1.0644 -1.2887 -1.1 0.5 0.7 0.482
N 0.1536 1.3817 0.9649 0.2 -0.1 0.3 -0.443
N 0.2354 -0.5170 -0.7157 0.2 0.0 0.0 -0.239
O 1.8824 -1.7353 -1.8399 1.2 -0.6 -0.7 -0.439
H -1.0435 0.0316 2.2446 -0.1 0.0 0.7 0.307
H -1.2540 0.9249 -0.6826 0.2 0.1 0.0 0.357
```
Positions in Å, forces in eV/Å.

## Properties
SMILES: O=C=N[C@H]1C=N1
ΔE to the lowest compared entry with this formula, charge and spin, eV: 1.018
Charge: 0
E_HOMO, eV: -9.79
DFT total energy, Eh: -300.19401
Kohn-Sham gap, eV: 10.59
M, g mol⁻¹: 82.062


ORCA calculation (wB97M-V/def2-TZVPD) on 2 unconnected molecules or ions with the total composition C5H13N3O2Si.

Geometry as XYZ:
```
24
Properties=species:S:1:pos:R:3:forces:R:3:mulliken_charge:R:1
C -2.8059 0.3598 0.2037 -1.8 0.9 0.9 0.427
C 2.3505 1.3596 0.5453 -2.2 -0.6 1.9 -1.390
C 2.0406 -1.5240 -0.5808 -0.4 -0.4 -0.4 -1.067
C 0.0123 -0.4604 1.5622 -1.5 1.1 -0.3 -0.956
C -0.0383 0.3644 -1.5304 0.1 -4.8 0.5 -1.134
N -2.2348 -1.6150 -0.8974 -1.1 -0.7 -0.1 -0.184
N -2.4160 1.6550 0.0121 -0.2 -0.2 0.3 -0.302
N -1.9893 -0.4277 -0.5503 3.5 -1.8 -3.1 0.374
O -3.7477 -0.0038 0.8740 0.6 0.1 -0.2 -0.565
O -1.6208 -2.2774 -1.7139 0.1 1.4 1.1 -0.419
Si 1.0197 -0.0228 -0.0363 1.0 0.3 1.7 0.614
H 2.2842 2.4312 0.4614 -1.0 0.5 -0.3 0.393
H 2.5843 1.2342 1.6433 -0.6 -0.2 -0.9 0.334
H 3.2660 1.2008 0.1238 2.5 -0.9 -1.6 0.452
H 2.1466 -2.3064 0.1851 -0.4 0.2 -0.1 0.359
H 1.6043 -2.0217 -1.5337 1.1 1.0 1.5 0.264
H 3.0665 -1.1215 -0.6491 -0.3 -0.4 -0.8 0.298
H -0.8812 0.2688 1.8477 2.0 -1.4 -0.6 0.219
H -0.4492 -1.4401 1.3431 0.2 0.3 0.4 0.284
H 0.6741 -0.5450 2.4375 -0.2 0.0 -0.3 0.401
H -0.0860 -0.3827 -2.3892 0.2 1.3 1.1 0.286
H -0.5136 1.2298 -1.6545 -1.5 3.4 -1.2 0.888
H -1.5207 1.7805 -0.4387 -0.4 0.4 0.6 0.171
H -2.7455 2.2643 0.7349 0.1 0.5 0.0 0.252
```
Positions in Å, forces in eV/Å.

## Properties
ΔE to the lowest compared entry with this formula, charge and spin, eV: 3.426
Charge: 0
E_HOMO (alpha / beta), eV: -9.41 / -8.73
DFT total energy, Eh: -802.38851
Kohn-Sham gap (alpha / beta), eV: 8.38 / 7.13
M, g mol⁻¹: 175.264


Q: Among the records above, which one has the lowest M?
A: C3H2N2O


Q: What is the M in the second record?
A: 82.062 g mol⁻¹


Q: What is the ΔE to the lowest compared entry with this formula, charge and spin in the third record?
A: 3.426 eV